C51H39CrN5O4S4Sb as an isolated structure, computed with the ωB97M-V functional and the def2-TZVPD basis.

The highest occupied orbital energy (spin up / spin down) is -0.92 / -1.01 eV. As for the multiplicity: 6. The frontier orbital gap (spin up / spin down) comes out at 0.1644 / 0.1674 Eh. As for the charge: -2.

Each line ends with the Löwdin charge.
Geometry (Å):
Cr: 0.87 -0.41 -1.74  0.567
C: -8.56 -2.08 0.71  -0.113
O: -7.92 -2.58 -0.44  -0.102
C: -6.60 -2.23 -0.61  -0.294
C: -6.00 -2.68 -1.78  -0.015
C: -4.67 -2.36 -2.04  -0.034
C: -3.90 -1.62 -1.15  -0.198
C: -4.53 -1.18 0.01  -0.023
C: -5.87 -1.47 0.29  -0.026
C: -2.47 -1.28 -1.39  -0.100
C: -1.54 -2.27 -1.49  -0.226
C: -1.83 -3.72 -1.57  0.008
C: -0.67 -4.38 -1.61  -0.024
C: 0.44 -3.41 -1.46  -0.412
N: -0.20 -2.08 -1.56  0.004
C: 1.22 -3.37 -0.13  0.009
C: 2.46 -2.62 -0.47  -0.379
C: 3.87 -2.47 -1.97  -0.315
C: 4.40 -1.11 -1.57  -0.554
C: 3.57 -0.61 -0.37  -0.287
C: 3.75 0.73 0.09  -0.158
C: 3.75 1.01 1.51  -0.175
C: 4.21 0.05 2.44  -0.045
C: 4.12 0.24 3.81  -0.035
C: 3.60 1.42 4.33  -0.325
O: 3.52 1.55 5.71  -0.134
C: 2.26 1.99 6.17  -0.118
C: 3.22 2.42 3.45  -0.040
C: 3.29 2.22 2.07  -0.019
C: 3.13 1.67 -0.83  -0.300
N: 1.90 1.40 -1.35  0.044
C: 1.42 2.61 -1.84  -0.250
C: 0.09 2.88 -2.02  -0.081
C: -0.30 4.31 -2.26  -0.210
C: -0.32 5.20 -1.20  -0.018
C: -0.74 6.52 -1.37  -0.023
C: -1.14 6.95 -2.63  -0.292
O: -1.57 8.23 -2.90  -0.100
C: -1.91 9.03 -1.79  -0.111
C: -1.10 6.07 -3.71  -0.005
C: -0.69 4.76 -3.52  -0.002
C: -0.97 1.98 -1.82  -0.258
C: -2.34 2.32 -1.83  -0.026
C: -3.05 1.16 -1.61  -0.041
C: -2.11 0.11 -1.47  -0.228
N: -0.85 0.62 -1.57  -0.003
C: 2.43 3.61 -1.73  0.000
C: 3.48 3.03 -1.07  -0.040
N: 2.68 -1.38 0.20  0.163
C: 0.75 -3.60 1.19  -0.140
C: 1.48 -3.10 2.30  0.007
C: 1.03 -3.23 3.60  -0.019
C: -0.17 -3.88 3.86  -0.292
O: -0.71 -4.02 5.11  -0.097
C: -0.14 -3.25 6.14  -0.102
C: -0.87 -4.46 2.80  -0.013
C: -0.42 -4.32 1.51  -0.005
H: -9.58 -2.44 0.68  0.084
H: -8.56 -0.98 0.72  0.091
H: -8.08 -2.44 1.63  0.089
H: -6.59 -3.26 -2.47  0.111
H: -4.23 -2.69 -2.98  0.121
H: -3.96 -0.59 0.72  0.125
H: -6.31 -1.10 1.21  0.094
H: -2.82 -4.15 -1.60  0.105
H: -0.51 -5.45 -1.71  0.108
H: 4.30 -2.86 -2.89  0.109
H: 5.42 -1.22 -1.20  0.101
H: 4.64 -0.87 2.07  0.101
H: 4.46 -0.53 4.50  0.106
H: 2.28 1.91 7.26  0.078
H: 1.45 1.37 5.77  0.093
H: 2.06 3.03 5.91  0.072
H: 2.86 3.36 3.83  0.101
H: 2.96 3.02 1.41  0.097
H: -0.01 4.86 -0.22  0.128
H: -0.73 7.19 -0.53  0.096
H: -2.43 9.90 -2.18  0.083
H: -1.02 9.36 -1.24  0.087
H: -2.57 8.49 -1.10  0.092
H: -1.40 6.43 -4.68  0.113
H: -0.66 4.08 -4.36  0.132
H: -2.73 3.31 -2.00  0.103
H: -4.12 1.04 -1.59  0.095
H: 2.35 4.63 -2.07  0.111
H: 4.43 3.48 -0.81  0.109
H: 2.39 -2.54 2.12  0.096
H: 1.62 -2.80 4.40  0.100
H: -0.83 -3.30 6.98  0.083
H: -0.02 -2.21 5.84  0.091
H: 0.83 -3.64 6.45  0.089
H: -1.78 -5.00 3.02  0.112
H: -0.99 -4.79 0.72  0.092
S: 3.56 0.70 -6.43  -0.436
Sb: 3.07 -0.85 -4.83  0.258
S: 0.84 -0.18 -4.01  0.008
S: 4.58 0.04 -2.99  0.453
S: 2.46 -5.05 -2.49  0.947
C: 3.52 -4.83 -1.14  -0.369
C: 3.80 -3.43 -0.76  -0.204
N: 2.38 -2.33 -1.96  -0.077
C: 1.58 -3.42 -2.49  -0.454
H: 3.52 -5.62 -0.40  0.050
H: 4.56 -3.32 0.02  0.142
H: 1.26 -3.24 -3.51  0.093